Record 1
{"formula": "C16H48O8", "method": "wB97M-V/def2-TZVPD", "symbols": ["C", "C", "O", "H", "H", "H", "H", "H", "H", "C", "C", "O", "H", "H", "H", "H", "H", "H", "C", "C", "O", "H", "H", "H", "H", "H", "H", "C", "C", "O", "H", "H", "H", "H", "H", "H", "C", "C", "O", "H", "H", "H", "H", "H", "H", "C", "C", "O", "H", "H", "H", "H", "H", "H", "C", "C", "O", "H", "H", "H", "H", "H", "H", "C", "C", "O", "H", "H", "H", "H", "H", "H"], "positions_angstrom": [[-0.5672, -1.2678, 4.4931], [-1.0427, -2.5257, 3.7790], [-1.2849, -2.2904, 2.4036], [-1.2167, -0.4295, 4.2495], [0.4556, -1.0429, 4.1748], [-0.5191, -1.4033, 5.5758], [-1.9739, -2.8930, 4.2138], [-0.3073, -3.3332, 3.8939], [-0.4447, -2.0081, 2.0129], [3.9184, -3.8942, -2.0958], [3.3691, -2.6282, -2.7240], [3.2855, -2.7506, -4.1453], [3.2037, -4.7158, -2.0951], [4.2988, -3.7249, -1.0883], [4.7681, -4.2347, -2.6960], [4.0277, -1.7948, -2.4645], [2.3615, -2.4257, -2.3588], [3.9518, -2.1894, -4.5463], [-0.7575, -1.6797, -3.1243], [-1.3063, -2.4517, -1.9548], [-2.5272, -1.8683, -1.5249], [-1.4796, -1.6703, -3.9396], [0.1636, -2.1598, -3.4637], [-0.4931, -0.6535, -2.8596], [-0.5786, -2.4944, -1.1331], [-1.4553, -3.4954, -2.2659], [-2.8025, -2.2997, -0.7094], [-3.8967, 0.4984, 0.5236], [-4.6280, 1.8195, 0.5883], [-4.5560, 2.4162, 1.8869], [-2.8404, 0.5540, 0.7768], [-4.0207, 0.0135, -0.4483], [-4.3624, -0.2122, 1.2200], [-5.6727, 1.6653, 0.3010], [-4.1878, 2.5430, -0.0975], [-5.1672, 1.9420, 2.4570], [-1.7097, 2.7286, -3.9292], [-0.3790, 2.8741, -3.2380], [0.3503, 4.0034, -3.7407], [-2.2571, 3.6661, -3.7906], [-2.3378, 1.9573, -3.4807], [-1.6077, 2.5520, -4.9986], [0.2821, 2.0063, -3.3045], [-0.5315, 3.0399, -2.1645], [0.3781, 4.6683, -3.0493], [-0.1973, 0.1866, 0.2666], [1.1473, -0.4865, 0.2331], [1.1743, -1.4475, 1.2844], [-0.3922, 0.4695, 1.3025], [-1.0102, -0.4243, -0.1251], [-0.2036, 1.0968, -0.3394], [1.9266, 0.2692, 0.3706], [1.3035, -0.9988, -0.7233], [2.0921, -1.7077, 1.4284], [-1.8407, 4.1450, 0.7654], [-1.4688, 5.3367, 1.6214], [-1.0933, 6.4171, 0.7606], [-2.1850, 3.3301, 1.4050], [-1.0147, 3.7987, 0.1429], [-2.6635, 4.4171, 0.1022], [-0.6411, 5.0880, 2.2909], [-2.3506, 5.6249, 2.2000], [-1.2691, 7.2422, 1.2186], [4.2633, -2.3333, 3.1585], [4.8596, -1.5575, 2.0165], [4.0792, -1.7973, 0.8238], [3.2696, -1.9717, 3.4238], [4.8841, -2.1981, 4.0496], [4.2558, -3.4044, 2.9607], [5.9034, -1.8400, 1.8420], [4.8793, -0.4858, 2.2468], [4.3889, -1.1796, 0.1551]], "mulliken_charge": [-0.876, -0.205, -0.473, 0.228, 0.128, 0.387, 0.314, 0.237, 0.323, -1.018, 0.521, -0.561, 0.303, 0.190, 0.341, 0.284, -0.398, 0.324, -0.851, -0.140, -0.510, 0.385, 0.302, -0.026, 0.042, 0.427, 0.308, -0.388, -0.503, -0.513, -0.049, 0.273, 0.339, 0.414, 0.180, 0.298, -1.031, 0.687, -0.575, 0.301, 0.281, 0.325, 0.143, -0.433, 0.324, -0.839, 0.545, -0.436, 0.426, -0.020, 0.153, 0.478, -0.402, 0.015, -0.580, -0.502, -0.522, 0.242, 0.121, 0.282, 0.258, 0.350, 0.294, -0.971, -0.221, -0.413, 0.128, 0.385, 0.290, 0.344, 0.293, 0.237], "e_above_lowest_kcal_mol": 46.15, "e_homo_ev": -9.74, "smiles": "CCO.CCO.CCO.CCO.CCO.CCO.CCO.CCO", "mol_weight_g_mol": 368.55, "total_energy_ha": -1240.23450, "charge": 0, "multiplicity": 1}

Record 2
{"formula": "CH6N2O3S", "method": "wB97M-V/def2-TZVPD", "symbols": ["C", "N", "N", "O", "O", "O", "S", "H", "H", "H", "H", "H", "H"], "positions_angstrom": [[1.5696, 0.4661, 0.4071], [0.8999, -0.7498, 0.0512], [-0.2341, -0.6155, -0.6266], [-1.5493, 1.7962, -0.4903], [-4.0891, -0.6261, 0.6502], [-2.9834, -0.5053, -0.2587], [-1.8080, 0.6252, 0.3316], [2.4755, 0.1310, 0.8455], [1.1114, 1.1338, 1.1344], [1.7157, 0.9803, -0.6130], [-0.2535, 0.0171, -1.3573], [-0.4505, -1.5368, -0.8436], [-4.9408, -0.6229, 0.1332]], "mulliken_charge": [-0.653, -0.649, 0.021, -0.477, -0.352, -0.207, 0.544, 0.280, 0.257, 0.281, 0.334, 0.290, 0.332], "e_above_lowest_kcal_mol": 150.11, "e_homo_ev": [-8.20, -7.65], "mol_weight_g_mol": 126.14, "total_energy_ha": -774.86038, "charge": 0, "multiplicity": 1}

Record 3
{"formula": "C8H10N5", "method": "wB97M-V/def2-TZVPD", "symbols": ["C", "C", "N", "N", "N", "N", "C", "C", "C", "C", "C", "N", "C", "H", "H", "H", "H", "H", "H", "H", "H", "H", "H"], "positions_angstrom": [[4.3093, 1.0600, 0.1578], [2.9909, 1.1615, 0.0580], [2.1885, 0.0586, -0.1071], [2.3601, -1.2278, -0.1266], [1.3548, -1.8969, -0.1228], [0.1585, -1.0453, -0.0804], [-1.1919, -1.3387, 0.0929], [-1.4741, -2.7803, 0.0345], [-2.1381, -0.3144, 0.2322], [-1.6901, 1.0248, 0.0696], [-2.4952, 2.1585, -0.2430], [-0.3491, 1.2381, -0.0992], [0.4071, 0.2285, -0.0916], [5.0327, 1.9475, 0.3375], [4.6527, 0.1295, 0.3520], [2.3864, 2.0692, 0.1438], [-0.6148, -3.3909, -0.1633], [-2.3387, -2.8263, -0.7258], [-1.8202, -3.0704, 1.0195], [-3.2164, -0.5640, 0.2893], [-2.3073, 2.7335, -1.2241], [-2.6941, 2.8900, 0.6630], [-3.5110, 1.7552, -0.4662]], "mulliken_charge": [-0.831, 0.261, 0.276, -0.301, -0.555, 0.342, 0.943, -1.179, -0.842, 0.795, -1.064, -0.435, 0.344, 0.245, 0.363, 0.290, 0.324, 0.333, 0.343, 0.391, 0.324, 0.278, 0.353], "e_above_lowest_kcal_mol": 101.45, "e_homo_ev": -12.76, "smiles": "C=C[n+]1nnn2c(C)cc(C)nc21", "mol_weight_g_mol": 176.20, "total_energy_ha": -584.21030, "charge": 1, "multiplicity": 1}

Record 4
{"formula": "C15H49BBaN3O22P4", "method": "wB97M-V/def2-TZVPD", "symbols": ["Ba", "B", "H", "H", "H", "H", "C", "N", "O", "O", "H", "H", "H", "C", "N", "O", "O", "H", "H", "H", "C", "N", "O", "O", "H", "H", "H", "C", "O", "P", "O", "O", "C", "O", "C", "H", "H", "H", "H", "H", "H", "H", "H", "H", "C", "O", "P", "O", "O", "C", "O", "C", "H", "H", "H", "H", "H", "H", "H", "H", "H", "C", "O", "P", "O", "O", "C", "O", "C", "H", "H", "H", "H", "H", "H", "H", "H", "H", "C", "O", "P", "O", "O", "C", "O", "C", "H", "H", "H", "H", "H", "H", "H", "H", "H"], "positions_angstrom": [[0.6476, 1.4559, 0.0003], [-0.4472, -1.1870, 0.0586], [0.5803, -1.2523, -0.2643], [-0.9236, -2.1544, 0.0961], [-0.4659, -0.7028, 1.0227], [-1.0065, -0.4980, -0.5552], [-1.2790, -3.9060, -1.7244], [0.1707, -4.3344, -1.7982], [0.5286, -5.2408, -0.9555], [0.8398, -3.8675, -2.6944], [-1.3578, -2.8211, -1.7936], [-1.5620, -4.0233, -0.6783], [-1.8967, -4.6193, -2.2701], [2.6852, -3.0591, 1.0950], [3.9328, -3.7458, 0.7454], [3.8905, -4.2665, -0.3893], [4.8417, -3.8254, 1.5912], [1.8788, -3.6540, 0.6661], [2.7157, -2.0659, 0.6471], [2.4928, -2.9381, 2.1610], [-4.1947, -2.6651, -0.3375], [-3.9287, -3.8914, 0.4974], [-4.4069, -4.9729, 0.1586], [-3.2596, -3.7786, 1.5094], [-3.8496, -1.8283, 0.2697], [-5.2187, -2.4682, -0.6548], [-3.5473, -2.7905, -1.2055], [-4.8802, 4.5566, 0.6355], [-3.6542, 3.9995, 0.6074], [-3.4283, 2.3766, 0.4811], [-2.0050, 1.8969, 0.4593], [-4.3012, 1.7997, 1.7212], [-3.9755, 2.3310, 3.0123], [-4.3037, 1.9892, -0.7741], [-4.2468, 0.6534, -1.2934], [-5.7192, 4.0729, 0.1352], [-4.7699, 5.4941, 0.0904], [-5.2345, 4.6862, 1.6581], [-4.8939, 2.6312, 3.5167], [-3.3102, 3.1923, 2.9524], [-3.4547, 1.5024, 3.4923], [-5.1849, 0.1328, -1.1013], [-3.4008, 0.0762, -0.9205], [-4.1199, 0.6261, -2.3756], [5.0469, 0.2402, 1.8196], [5.4024, 0.5696, 0.4438], [4.4575, 0.0070, -0.7801], [2.9985, 0.3184, -0.5871], [5.0689, 0.6489, -2.1591], [4.5775, 1.8408, -2.7140], [4.9273, -1.4880, -0.7962], [6.1419, -1.8193, -1.3082], [4.2135, -0.4616, 1.8532], [4.7968, 1.1699, 2.3307], [5.9318, -0.1791, 2.2984], [3.4890, 1.8809, -2.7561], [5.0458, 2.2657, -3.6018], [4.8821, 2.6216, -2.0171], [6.3348, -1.5291, -2.3410], [6.3906, -2.8797, -1.2653], [7.0207, -1.3864, -0.8303], [-1.2695, -0.9220, -3.9826], [-0.9873, 0.2636, -4.7079], [-0.7836, 1.6871, -3.8679], [0.0099, 1.4475, -2.6381], [-0.1027, 2.7522, -4.9402], [0.2337, 4.0619, -4.5302], [-2.3112, 2.2008, -3.6768], [-3.1699, 2.6029, -4.7130], [-2.2039, -1.4065, -4.2658], [-1.3658, -0.7086, -2.9180], [-0.4642, -1.6455, -4.1101], [-0.2927, 4.7806, -5.1584], [1.3003, 4.2766, -4.5962], [-0.1183, 4.3486, -3.5393], [-2.6626, 2.4675, -5.6682], [-3.4994, 3.6394, -4.6417], [-4.0451, 1.9533, -4.7015], [2.7173, 2.3096, 4.9608], [2.4658, 0.9438, 4.9719], [1.5093, 0.2267, 3.8416], [1.9200, 0.4840, 2.3920], [1.4274, -1.3097, 4.2839], [1.2732, -1.7164, 5.6563], [0.0236, 0.6924, 4.2058], [-1.0647, -0.0455, 3.7148], [2.1345, 2.8332, 5.7186], [2.3737, 2.7580, 4.0287], [3.7445, 2.6013, 5.1800], [0.7059, -2.6471, 5.6657], [0.5886, -1.1049, 6.2440], [2.2354, -1.8232, 6.1572], [-1.8862, -0.2201, 4.4096], [-0.6540, -0.9671, 3.3023], [-1.4850, 0.4493, 2.8392]], "mulliken_charge": [2.184, 1.227, -0.064, -0.375, -0.752, -0.423, -0.822, 1.068, -0.554, -0.550, -0.220, 0.452, 0.458, 0.108, 1.058, -0.543, -0.606, 0.180, -0.282, 0.037, -0.497, 0.961, -0.576, -0.495, 0.147, 0.359, 0.140, -0.793, -0.268, 0.291, 0.154, -0.320, -0.647, -0.343, -0.003, 0.330, 0.275, 0.271, 0.295, 0.397, 0.114, 0.340, -0.416, 0.105, -0.156, -0.391, -0.610, 0.234, -0.351, -0.670, 0.313, -0.967, -0.144, 0.228, 0.372, 0.120, 0.318, 0.323, 0.346, 0.313, 0.372, -0.140, -0.368, -0.122, 0.256, -0.303, -0.712, 0.083, -0.841, 0.391, -0.442, 0.326, 0.319, 0.289, 0.254, 0.380, 0.274, 0.271, -0.714, -0.330, 0.380, 0.282, -0.181, -0.852, -0.385, 0.038, 0.294, 0.239, 0.283, 0.282, 0.344, 0.309, 0.400, 0.256, -0.614], "e_homo_ev": -12.24, "mol_weight_g_mol": 895.59, "total_energy_ha": -3836.06156, "charge": 1, "multiplicity": 1}

Record 5
{"formula": "C2H6NS", "method": "wB97M-V/def2-TZVPD", "symbols": ["S", "H", "C", "C", "N", "H", "H", "H", "H", "H"], "positions_angstrom": [[-0.7245, 3.4140, 0.9126], [-0.4857, 2.6969, -0.1821], [0.8797, -1.3948, -0.4339], [-0.8191, 0.0288, 0.2194], [-0.2815, -0.5557, -0.7628], [0.6830, -1.9786, 0.4639], [1.7682, -0.7793, -0.2769], [1.0613, -2.0523, -1.2786], [-1.7378, 0.5955, 0.1310], [-0.3436, 0.0254, 1.2074]], "mulliken_charge": [-0.878, -0.062, -0.757, -0.359, -0.447, 0.310, 0.288, 0.266, 0.368, 0.270], "e_above_lowest_kcal_mol": 20.58, "e_homo_ev": -2.53, "mol_weight_g_mol": 76.14, "total_energy_ha": -532.73836, "charge": -1, "multiplicity": 1}

Record 6
{"formula": "C2H3NO3P", "method": "wB97M-V/def2-TZVPD", "symbols": ["C", "C", "P", "O", "O", "N", "O", "H", "H", "H"], "positions_angstrom": [[-0.5961, 0.2534, -0.0614], [0.3463, -0.6698, 0.1084], [0.2401, -2.0708, -1.0875], [-0.6345, -1.7061, -2.2153], [0.0018, -3.3027, -0.2373], [1.9251, -2.3071, -1.6277], [1.9311, -3.2116, -2.4683], [-0.8173, 1.0354, 0.6687], [-1.1900, 0.2495, -0.9593], [0.5551, -0.6834, 1.1941]], "mulliken_charge": [-0.615, -0.308, 1.066, -0.727, -0.753, -0.089, -0.317, 0.233, 0.276, 0.235], "e_above_lowest_kcal_mol": 81.03, "e_homo_ev": [-4.39, -4.36], "smiles": "C=C[P@](=O)([O-])N=O", "mol_weight_g_mol": 120.02, "total_energy_ha": -699.85653, "charge": -1, "multiplicity": 1}